Record 1
Molecular formula: C13H17Br21I2N2O2
Method: DFT, ωB97M-V/def2-TZVPD

Properties
Kohn-Sham gap = 0.334 Eh
Charge = 0

Atoms and positions in Å:
C: 4.732 -3.968 1.454
C: 3.717 -3.006 0.809
I: 3.988 -2.993 -1.342
C: 3.836 -1.549 1.286
I: 3.487 -1.512 3.406
N: 2.944 -0.679 0.506
C: 2.176 0.325 1.172
O: 2.649 1.325 1.710
O: 0.833 0.197 1.004
C: 0.258 -0.939 1.630
C: -1.155 -1.166 1.137
N: -1.555 -0.815 -0.024
H: 5.441 -4.337 0.711
H: 5.269 -3.489 2.274
H: 4.207 -4.840 1.861
H: 2.681 -3.348 0.935
H: 4.877 -1.241 1.166
H: 3.494 -0.168 -0.179
H: 0.844 -1.841 1.393
H: 0.254 -0.793 2.718
H: -1.812 -1.687 1.851
H: -2.530 -1.077 -0.144
C: 5.396 2.267 0.399
Br: 4.716 1.845 -1.350
Br: 6.617 0.909 1.006
Br: 6.197 4.012 0.436
H: 4.556 2.275 1.081
C: 1.114 3.949 -2.697
Br: 1.100 2.954 -1.050
Br: -0.507 3.802 -3.726
Br: 1.542 5.796 -2.356
H: 1.908 3.547 -3.309
C: 0.642 -6.498 -0.175
Br: -0.151 -4.744 -0.307
Br: 2.453 -6.484 -0.819
Br: 0.550 -7.178 1.625
H: 0.072 -7.165 -0.804
C: -5.022 4.182 -3.145
Br: -3.975 3.185 -1.875
Br: -4.512 6.035 -3.130
Br: -4.943 3.471 -4.936
H: -6.053 4.127 -2.826
C: 0.878 -4.033 5.423
Br: 0.359 -2.322 6.141
Br: 0.226 -5.483 6.504
Br: 0.343 -4.234 3.585
H: 1.956 -4.073 5.447
C: -6.652 8.094 0.032
Br: -5.097 7.085 0.542
Br: -7.886 7.025 -0.989
Br: -7.510 8.895 1.556
H: -6.319 8.898 -0.607
C: -6.087 -0.412 -5.066
Br: -4.517 -1.426 -4.635
Br: -7.304 -1.418 -6.167
Br: -6.961 0.275 -3.496
H: -5.763 0.441 -5.643

---

Record 2
Molecular formula: C11H11NO2
Method: DFT, ωB97M-V/def2-TZVPD

Properties
Kohn-Sham gap = 0.347 Eh
SMILES string = N#C/C(=C/COc1ccccc1)CO
Charge = 0
ΔE to the lowest compared entry with this formula, charge and spin = 105.8 kcal per mole

Atoms and positions in Å:
N: 1.082 -4.456 -1.654
C: 0.988 -3.293 -1.404
C: 0.924 -1.891 -1.053
C: -0.102 -1.225 -1.535
C: -0.166 0.192 -2.097
O: -1.298 0.802 -1.416
C: -1.233 1.053 -0.037
C: -1.950 0.248 0.885
C: -1.873 0.483 2.246
C: -1.092 1.527 2.737
C: -0.385 2.309 1.842
C: -0.438 2.096 0.428
C: 2.247 -1.250 -0.567
O: 2.018 -0.317 0.435
H: -0.923 -1.894 -1.520
H: 0.766 0.732 -1.912
H: -0.389 0.282 -3.159
H: -2.537 -0.522 0.476
H: -2.293 -0.061 3.038
H: -0.827 1.598 3.760
H: 0.288 3.033 2.274
H: 0.181 2.752 -0.315
H: 2.994 -1.874 -0.195
H: 2.673 -0.687 -1.336
H: 1.346 0.363 0.078

---

Record 3
Molecular formula: C12H17Br6NO2
Method: DFT, ωB97M-V/def2-TZVPD

Properties
Kohn-Sham gap (spin up / spin down) = 0.125 / 0.265 Eh
Charge = -1
Multiplicity = 2

Atoms and positions in Å:
Br: -0.856 1.289 5.381
C: -2.196 2.744 4.716
C: -1.713 3.454 3.438
Br: -3.072 4.716 2.713
H: -2.423 3.475 5.492
H: -3.110 2.169 4.562
H: -1.507 2.846 2.557
H: -0.820 4.035 3.669
Br: -1.641 1.748 -5.578
C: 0.261 2.114 -4.802
C: 0.312 3.508 -4.151
Br: 2.008 3.852 -3.053
H: 1.029 1.975 -5.563
H: 0.600 1.376 -4.074
H: -0.504 3.516 -3.428
H: 0.231 4.331 -4.861
Br: 1.684 -5.373 2.365
C: -0.201 -4.936 2.091
C: -0.749 -5.585 0.870
Br: -2.674 -5.195 0.518
H: -0.325 -3.856 2.167
H: -0.768 -5.400 2.899
H: -0.480 -6.636 0.768
H: -0.297 -5.129 -0.011
C: 1.214 -1.710 -1.938
C: 1.859 -0.483 -2.217
C: 1.884 0.476 -1.239
C: 1.230 0.216 0.019
C: 0.562 -1.002 0.272
C: 0.595 -1.971 -0.758
N: 1.222 1.334 1.033
O: 0.393 1.375 1.931
O: 2.080 2.216 0.947
H: 1.142 -2.470 -2.703
H: 2.379 -0.184 -3.115
H: 2.396 1.399 -1.466
H: 0.125 -1.292 1.216
H: 0.132 -2.943 -0.666

---

Record 4
Molecular formula: C16H19N3O3S
Method: DFT, ωB97M-V/def2-TZVPD

Properties
Kohn-Sham gap = 0.302 Eh
SMILES string = CCCCCOC(=O)CSc1nnc(-c2ccccc2)c(=O)[nH]1
Charge = 0
ΔE to the lowest compared entry with this formula, charge and spin = 46.7 kcal per mole

Atoms and positions in Å:
C: -5.696 -2.065 -1.468
C: -5.463 -3.006 -0.292
C: -4.055 -2.923 0.301
C: -3.720 -1.563 0.927
C: -2.917 -0.671 -0.010
O: -2.700 0.585 0.644
C: -2.174 1.548 -0.094
O: -1.972 1.493 -1.277
C: -1.944 2.790 0.759
S: -0.437 3.636 0.218
C: 0.625 2.259 0.176
N: 0.180 1.109 0.579
N: 0.967 0.047 0.510
C: 2.193 0.102 0.073
C: 2.943 -1.153 0.058
C: 2.413 -2.258 0.733
C: 3.086 -3.462 0.743
C: 4.297 -3.588 0.080
C: 4.827 -2.501 -0.595
C: 4.160 -1.290 -0.610
C: 2.796 1.373 -0.371
O: 3.920 1.588 -0.764
N: 1.886 2.431 -0.285
H: -6.676 -2.248 -1.904
H: -5.660 -1.026 -1.152
H: -4.945 -2.223 -2.239
H: -6.194 -2.791 0.492
H: -5.632 -4.033 -0.624
H: -3.322 -3.155 -0.475
H: -3.972 -3.694 1.068
H: -4.638 -1.045 1.210
H: -3.130 -1.702 1.833
H: -1.938 -1.111 -0.229
H: -3.435 -0.492 -0.957
H: -2.756 3.503 0.611
H: -1.859 2.518 1.808
H: 1.472 -2.144 1.248
H: 2.669 -4.307 1.271
H: 4.825 -4.530 0.090
H: 5.769 -2.596 -1.115
H: 4.584 -0.452 -1.138
H: 2.208 3.343 -0.593

---

Record 5
Molecular formula: C5H14N4OS2
Method: DFT, ωB97M-V/def2-TZVPD

Properties
Kohn-Sham gap = 0.305 Eh
Charge = 0
ΔE to the lowest compared entry with this formula, charge and spin = 99.1 kcal per mole

Atoms and positions in Å:
C: -0.576 1.658 0.309
C: -0.044 0.917 1.531
C: 1.366 1.310 1.909
C: -0.772 -0.465 -1.654
C: -0.639 -2.843 -2.271
H: 1.393 1.721 -0.982
H: -1.641 1.442 0.189
H: -0.463 2.736 0.444
H: -0.082 -0.165 1.365
H: -0.699 1.134 2.389
H: 2.905 2.366 1.758
H: 1.235 0.290 3.662
H: 3.735 0.369 3.296
H: -1.183 -0.155 -0.689
H: 0.317 -0.576 -1.578
H: -1.016 0.299 -2.402
H: -2.958 -2.044 -3.122
H: -3.108 -2.455 -1.570
H: 0.433 -2.691 -2.128
N: 1.990 2.245 1.320
N: 1.898 0.483 2.917
N: -1.350 -1.736 -2.047
N: -2.747 -1.719 -2.178
O: 3.052 1.015 3.508
S: 0.198 1.173 -1.262
S: -1.245 -4.309 -2.717

---

Repeat the first record exactly.
Molecular formula: C13H17Br21I2N2O2
Method: DFT, ωB97M-V/def2-TZVPD

Properties
Kohn-Sham gap = 0.334 Eh
Charge = 0

Atoms and positions in Å:
C: 4.732 -3.968 1.454
C: 3.717 -3.006 0.809
I: 3.988 -2.993 -1.342
C: 3.836 -1.549 1.286
I: 3.487 -1.512 3.406
N: 2.944 -0.679 0.506
C: 2.176 0.325 1.172
O: 2.649 1.325 1.710
O: 0.833 0.197 1.004
C: 0.258 -0.939 1.630
C: -1.155 -1.166 1.137
N: -1.555 -0.815 -0.024
H: 5.441 -4.337 0.711
H: 5.269 -3.489 2.274
H: 4.207 -4.840 1.861
H: 2.681 -3.348 0.935
H: 4.877 -1.241 1.166
H: 3.494 -0.168 -0.179
H: 0.844 -1.841 1.393
H: 0.254 -0.793 2.718
H: -1.812 -1.687 1.851
H: -2.530 -1.077 -0.144
C: 5.396 2.267 0.399
Br: 4.716 1.845 -1.350
Br: 6.617 0.909 1.006
Br: 6.197 4.012 0.436
H: 4.556 2.275 1.081
C: 1.114 3.949 -2.697
Br: 1.100 2.954 -1.050
Br: -0.507 3.802 -3.726
Br: 1.542 5.796 -2.356
H: 1.908 3.547 -3.309
C: 0.642 -6.498 -0.175
Br: -0.151 -4.744 -0.307
Br: 2.453 -6.484 -0.819
Br: 0.550 -7.178 1.625
H: 0.072 -7.165 -0.804
C: -5.022 4.182 -3.145
Br: -3.975 3.185 -1.875
Br: -4.512 6.035 -3.130
Br: -4.943 3.471 -4.936
H: -6.053 4.127 -2.826
C: 0.878 -4.033 5.423
Br: 0.359 -2.322 6.141
Br: 0.226 -5.483 6.504
Br: 0.343 -4.234 3.585
H: 1.956 -4.073 5.447
C: -6.652 8.094 0.032
Br: -5.097 7.085 0.542
Br: -7.886 7.025 -0.989
Br: -7.510 8.895 1.556
H: -6.319 8.898 -0.607
C: -6.087 -0.412 -5.066
Br: -4.517 -1.426 -4.635
Br: -7.304 -1.418 -6.167
Br: -6.961 0.275 -3.496
H: -5.763 0.441 -5.643

---

Copy entry 3 word for word.
Molecular formula: C12H17Br6NO2
Method: DFT, ωB97M-V/def2-TZVPD

Properties
Kohn-Sham gap (spin up / spin down) = 0.125 / 0.265 Eh
Charge = -1
Multiplicity = 2

Atoms and positions in Å:
Br: -0.856 1.289 5.381
C: -2.196 2.744 4.716
C: -1.713 3.454 3.438
Br: -3.072 4.716 2.713
H: -2.423 3.475 5.492
H: -3.110 2.169 4.562
H: -1.507 2.846 2.557
H: -0.820 4.035 3.669
Br: -1.641 1.748 -5.578
C: 0.261 2.114 -4.802
C: 0.312 3.508 -4.151
Br: 2.008 3.852 -3.053
H: 1.029 1.975 -5.563
H: 0.600 1.376 -4.074
H: -0.504 3.516 -3.428
H: 0.231 4.331 -4.861
Br: 1.684 -5.373 2.365
C: -0.201 -4.936 2.091
C: -0.749 -5.585 0.870
Br: -2.674 -5.195 0.518
H: -0.325 -3.856 2.167
H: -0.768 -5.400 2.899
H: -0.480 -6.636 0.768
H: -0.297 -5.129 -0.011
C: 1.214 -1.710 -1.938
C: 1.859 -0.483 -2.217
C: 1.884 0.476 -1.239
C: 1.230 0.216 0.019
C: 0.562 -1.002 0.272
C: 0.595 -1.971 -0.758
N: 1.222 1.334 1.033
O: 0.393 1.375 1.931
O: 2.080 2.216 0.947
H: 1.142 -2.470 -2.703
H: 2.379 -0.184 -3.115
H: 2.396 1.399 -1.466
H: 0.125 -1.292 1.216
H: 0.132 -2.943 -0.666